(1)
The following is a quantum chemistry calculation of a molecular structure, C42H38BrN5O4S2SbTl, from OMol25.

Calculated values
ΔE to the lowest compared entry with this formula, charge and spin: 0.424 eV
Charge: -2
Highest occupied orbital energy: -2.373 eV
Lowest unoccupied orbital energy: 4.00 eV
Calculated total energy: -5981.2923 a.u.

Last column: Löwdin charge in e.
Cartesian coordinates (Å):
1 Tl -0.1325 0.8044 -1.6156  0.76
2 C -2.1125 3.8571 -2.2239  -0.03
3 C -2.6392 2.7720 -3.1264  -0.32
4 N -3.5859 2.0619 -2.6553  0.02
5 N -4.2203 1.1262 -3.4494  -0.10
6 C -3.7799 -0.0730 -3.4316  -1.08
7 S -2.3993 -0.7819 -2.6780  0.44
8 S -4.8661 -1.1412 -4.4047  0.84
9 C -4.4511 -2.7918 -3.7932  -0.50
10 C -4.7642 -3.0507 -2.3387  -0.31
11 C -5.9910 -2.6947 -1.7873  -0.07
12 C -6.2642 -2.9306 -0.4462  -0.10
13 C -5.3132 -3.5363 0.3645  -0.12
14 C -4.0870 -3.9015 -0.1785  -0.11
15 C -3.8138 -3.6498 -1.5159  -0.08
16 C -2.0621 2.6565 -4.4889  -0.13
17 C -2.8701 2.7950 -5.6115  -0.07
18 C -2.3454 2.7533 -6.8941  -0.14
19 C -0.9727 2.5532 -7.0407  -0.14
20 C -0.1549 2.3930 -5.9422  -0.04
21 C -0.6628 2.4213 -4.6157  -0.42
22 O 0.1104 2.2352 -3.5962  -0.33
23 H -2.4027 3.6590 -1.1920  0.06
24 H -2.5322 4.8181 -2.5389  0.08
25 H -1.0281 3.9193 -2.3086  0.07
26 H -3.3999 -2.9993 -3.9844  0.05
27 H -5.0541 -3.4524 -4.4244  0.07
28 H -6.7176 -2.1880 -2.4115  0.10
29 H -7.2172 -2.6272 -0.0297  0.09
30 H -5.5171 -3.7054 1.4148  0.10
31 H -3.3256 -4.3528 0.4460  0.10
32 H -2.8359 -3.8788 -1.9221  0.06
33 H -3.9361 2.9272 -5.4639  0.10
34 H -2.9895 2.8604 -7.7581  0.07
35 H -0.5386 2.5112 -8.0354  0.08
36 H 0.9090 2.2191 -6.0589  0.10
37 Br 0.0754 -3.4173 -1.8554  0.73
38 C 0.5424 -3.4598 -0.0039  -0.74
39 C 0.2257 -4.5935 0.7283  -0.14
40 C 0.5473 -4.5686 2.0769  -0.08
41 C 1.1529 -3.4434 2.6078  -0.01
42 C 1.4041 -2.3540 1.7784  -0.17
43 N 1.0980 -2.3760 0.4764  0.11
44 C 2.0072 -1.0766 2.3863  -0.66
45 O 2.7288 -1.2584 3.3858  -0.04
46 O 1.6823 -0.0009 1.8388  -0.15
47 H -0.2570 -5.4393 0.2603  0.09
48 H 0.3192 -5.4228 2.7040  0.10
49 H 1.4413 -3.3704 3.6464  0.11
50 C -2.4299 6.4942 2.9302  -0.12
51 C -1.9858 6.1754 1.6565  -0.10
52 C -1.2157 5.0334 1.4564  -0.14
53 C -0.8756 4.1917 2.5126  -0.39
54 C -1.3356 4.5285 3.7870  -0.15
55 C -2.1019 5.6657 3.9981  -0.11
56 Sb 0.3406 2.4301 2.0654  1.55
57 C -0.6788 1.2659 3.5655  -0.35
58 C -2.0705 1.3163 3.6380  -0.16
59 C -2.7688 0.5039 4.5216  -0.10
60 C -2.0818 -0.3739 5.3504  -0.12
61 C -0.6956 -0.4237 5.2940  -0.10
62 C 0.0015 0.3915 4.4092  -0.12
63 C 1.9440 3.0878 3.3876  -0.34
64 C 2.9734 2.2062 3.7306  -0.12
65 C 4.0204 2.6189 4.5462  -0.10
66 C 4.0762 3.9230 5.0188  -0.13
67 C 3.0717 4.8141 4.6701  -0.12
68 C 2.0173 4.3970 3.8654  -0.14
69 H -3.0350 7.3789 3.0924  0.09
70 H -2.2451 6.8058 0.8138  0.09
71 H -0.8877 4.7902 0.4507  0.08
72 H -1.0917 3.8880 4.6281  0.10
73 H -2.4500 5.9062 4.9967  0.09
74 H -2.6208 1.9772 2.9799  0.09
75 H -3.8516 0.5447 4.5437  0.10
76 H -2.6246 -1.0196 6.0318  0.09
77 H -0.1471 -1.1089 5.9308  0.10
78 H 1.0806 0.3103 4.3621  0.08
79 H 2.9562 1.1869 3.3643  0.06
80 H 4.7967 1.9091 4.8085  0.10
81 H 4.8960 4.2429 5.6526  0.08
82 H 3.1026 5.8384 5.0259  0.09
83 H 1.2411 5.1111 3.6144  0.08
84 C -1.7456 -1.2901 1.3526  -0.06
85 N -3.0402 -0.7971 0.9191  0.05
86 C -3.1429 0.4663 0.4114  -0.66
87 N -4.3591 0.7889 -0.1485  0.16
88 O -2.2336 1.2888 0.5038  -0.13
89 H -1.7467 -2.3796 1.2801  0.08
90 H -1.5410 -1.0109 2.3862  0.07
91 H -0.9385 -0.8981 0.7334  0.04
92 H -3.6458 -1.4753 0.4828  0.09
93 H -4.8696 0.0000 -0.5240  0.07
94 H -4.2318 1.5091 -0.8630  0.05



(2)
The following is a quantum chemistry calculation of a molecular structure, C42H38Cl2N2O4S2V at a distorted geometry, from OMol25.

Calculated values
Expectation value of S²: 2.020
ΔE to the lowest compared entry with this formula, charge and spin: 0.327 eV
Charge: +1
Highest occupied orbital energy (alpha / beta): -9.738 / -9.738 eV
Multiplicity: 3
Lowest unoccupied orbital energy (alpha / beta): -2.59 / -2.39 eV
Calculated total energy: -4694.3655 a.u.

Last column: Löwdin spin population.
Cartesian coordinates (Å):
1 V -1.4725 0.5584 -0.8910  1.91
2 O -2.1273 2.4174 -1.1509  0.03
3 S -2.5541 3.7210 -0.4611  0.01
4 C -2.0127 5.0034 -1.6091  0.00
5 C -0.5280 5.1197 -1.9393  0.00
6 C 0.0850 3.8753 -2.6114  0.00
7 C 1.0207 3.1431 -1.6537  0.00
8 S 1.4973 1.5263 -2.3067  0.00
9 O 0.4863 0.5489 -1.7158  0.02
10 C 2.9534 1.2412 -1.3331  0.00
11 C 4.1807 1.6306 -1.8490  0.00
12 C 5.3159 1.4335 -1.0781  0.00
13 C 5.2092 0.8451 0.1759  0.00
14 C 3.9730 0.4458 0.6656  0.00
15 C 2.8274 0.6372 -0.0908  0.00
16 C -1.4241 3.9224 0.9072  0.00
17 C -1.0990 5.1880 1.3846  0.00
18 C -0.2336 5.2968 2.4619  0.00
19 C 0.3042 4.1589 3.0493  0.00
20 C -0.0467 2.8996 2.5861  0.00
21 C -0.9323 2.7804 1.5248  0.01
22 H -2.4223 5.9256 -1.1898  0.00
23 H -2.6073 4.7722 -2.4965  0.00
24 H 0.0314 5.3692 -1.0371  0.00
25 H -0.4340 5.9875 -2.5943  0.00
26 H 0.6354 4.1579 -3.5092  0.00
27 H -0.7054 3.1979 -2.9382  0.00
28 H 0.5324 2.9009 -0.7054  0.00
29 H 1.9238 3.7122 -1.4343  0.00
30 H 4.2543 2.0701 -2.8370  0.00
31 H 6.2839 1.7262 -1.4614  0.00
32 H 6.0995 0.6868 0.7700  0.00
33 H 3.8961 -0.0241 1.6370  0.00
34 H 1.8583 0.3092 0.2635  0.00
35 H -1.5098 6.0833 0.9376  0.00
36 H 0.0279 6.2777 2.8351  0.00
37 H 0.9942 4.2557 3.8765  0.00
38 H 0.3576 1.9985 3.0279  0.00
39 H -1.2215 1.7825 1.2166  0.00
40 Cl 2.1904 -0.6864 5.1690  0.00
41 C 1.4984 -2.2738 5.0078  0.00
42 C 0.6645 -2.7373 6.0062  0.00
43 C 0.1134 -4.0047 5.9034  0.00
44 C 0.4332 -4.8040 4.8197  0.00
45 C 1.2942 -4.3360 3.8409  0.00
46 Cl 1.7217 -5.4058 2.5449  0.00
47 C 1.8261 -3.0415 3.8820  0.00
48 N 2.6903 -2.5344 2.9251  0.00
49 C 2.6179 -2.6034 1.5199  0.00
50 C 3.8378 -2.6052 0.8397  0.00
51 C 3.8936 -2.6011 -0.5409  0.00
52 C 2.7185 -2.6210 -1.2784  0.00
53 C 1.5073 -2.6219 -0.6088  0.00
54 C 1.4266 -2.5993 0.7826  0.00
55 C 0.0462 -2.4465 1.3889  0.00
56 C -0.2299 -0.9677 1.5264  0.01
57 O 0.0318 -0.2999 2.5021  0.02
58 O -0.6556 -0.4262 0.3999  0.03
59 H 0.4479 -2.0995 6.8514  0.00
60 H -0.5487 -4.3738 6.6739  0.00
61 H 0.0418 -5.8078 4.7313  0.00
62 H 3.3422 -1.8538 3.2780  0.00
63 H 4.7511 -2.6284 1.4225  0.00
64 H 4.8550 -2.6057 -1.0383  0.00
65 H 2.7438 -2.6407 -2.3599  0.00
66 H 0.5821 -2.6180 -1.1751  0.00
67 H -0.0604 -2.8964 2.3704  0.00
68 H -0.6861 -2.8871 0.7128  0.00
69 C -3.9728 -3.8479 0.4932  0.00
70 C -3.4386 -4.0666 -0.7724  0.00
71 C -3.0189 -3.0047 -1.5545  0.00
72 C -3.1420 -1.6994 -1.0755  0.00
73 C -3.6988 -1.4818 0.1817  0.00
74 C -4.0989 -2.5530 0.9694  0.00
75 N -2.6260 -0.5986 -1.8032  -0.04
76 C -2.8271 -0.5424 -3.2084  0.00
77 C -1.8112 -0.1021 -4.0542  0.00
78 C -2.0410 0.0241 -5.4182  0.00
79 C -3.2761 -0.2997 -5.9555  0.00
80 C -4.2851 -0.7528 -5.1151  0.00
81 C -4.0700 -0.8691 -3.7526  0.00
82 H -4.2964 -4.6840 1.0982  0.00
83 H -3.3346 -5.0764 -1.1476  0.00
84 H -2.5798 -3.1794 -2.5284  0.00
85 H -3.8369 -0.4636 0.5349  0.00
86 H -4.5272 -2.3705 1.9462  0.00
87 H -0.8244 0.0900 -3.6538  0.00
88 H -1.2382 0.3565 -6.0640  0.00
89 H -3.4510 -0.2107 -7.0190  0.00
90 H -5.2523 -1.0149 -5.5239  0.00
91 H -4.8653 -1.2081 -3.1014  0.00